# 1
{"formula": "C4H8BrN", "method": "ωB97M-V/def2-TZVPD", "elements": ["C", "C", "C", "C", "N", "Br", "H", "H", "H", "H", "H", "H", "H", "H"], "xyz": [[-0.95634, 0.79116, 0.40569], [0.05600, -1.43972, 0.69955], [0.69628, -0.03253, -1.20600], [0.14223, -0.17061, 0.10414], [-1.29426, 1.73131, -0.40437], [2.12979, 1.46513, 1.62169], [-1.41302, 0.79197, 1.42097], [-0.77847, -1.88940, 0.09758], [-0.13948, -1.47906, 1.76494], [1.01176, -2.10149, 0.39786], [1.39586, -0.93090, -1.46488], [-0.11180, -0.00187, -1.99882], [1.24016, 0.89577, -1.45395], [-1.97870, 2.37023, 0.01560]], "forces_ev_per_a": [[1.05, 0.17, 1.01], [1.70, -4.03, -0.68], [1.74, -1.20, -3.39], [-2.87, 3.57, -0.06], [0.19, 0.16, -0.20], [0.24, 0.26, 0.18], [0.31, -0.54, -0.43], [0.33, -0.43, 0.85], [-0.13, -0.06, 0.07], [-2.05, 1.36, 1.03], [-1.15, 1.62, 0.41], [0.56, -0.23, 0.77], [-0.08, -0.21, 0.55], [0.15, -0.42, -0.11]], "nbo_charge": [0.03, -0.66, -0.69, 0.05, -0.62, 0.01, 0.16, 0.23, 0.23, 0.22, 0.21, 0.25, 0.25, 0.34], "lumo_ha": [0.033, -0.132], "e_above_lowest_kcal_mol": 0.0, "multiplicity": 3, "gap_ev": [8.48, 6.26]}


# 2
{"formula": "C35H38N5PS3SbSe4W", "method": "ωB97M-V/def2-TZVPD", "elements": ["W", "C", "N", "C", "C", "N", "C", "C", "C", "C", "C", "C", "C", "S", "C", "C", "C", "C", "C", "C", "S", "H", "H", "H", "H", "H", "H", "H", "H", "H", "H", "H", "H", "H", "H", "H", "H", "H", "H", "N", "N", "C", "N", "S", "H", "H", "H", "H", "H", "Se", "Sb", "Se", "Se", "Se", "C", "C", "C", "C", "C", "C", "P", "C", "C", "C", "C", "C", "C", "C", "C", "C", "C", "C", "C", "H", "H", "H", "H", "H", "H", "H", "H", "H", "H", "H", "H", "H", "H", "H"], "xyz": [[0.31040, 1.15043, 0.85031], [4.01720, 1.74723, 1.83171], [3.29730, 1.59493, 0.55781], [4.10750, 0.76083, -0.33239], [4.38580, -0.63117, 0.22291], [3.17560, -1.41927, 0.46791], [3.39010, -2.33697, 1.57291], [2.75640, -2.08477, -0.73249], [3.27640, -3.30437, -1.14449], [2.87590, -3.87897, -2.33569], [1.96310, -3.23407, -3.15159], [1.42050, -2.03077, -2.75419], [1.80500, -1.47607, -1.54269], [1.07910, 0.04533, -1.07729], [3.02180, 2.91463, 0.00401], [3.46970, 3.36483, -1.22949], [3.12350, 4.63243, -1.68429], [2.43300, 5.51133, -0.86289], [2.00070, 5.08573, 0.38971], [2.22560, 3.77493, 0.78281], [1.23190, 3.04333, 2.10141], [5.08620, 1.92773, 1.66501], [3.89450, 0.84653, 2.43501], [3.63590, 2.59283, 2.40091], [5.08410, 1.23803, -0.51119], [3.59540, 0.66523, -1.29389], [4.93660, -0.55627, 1.16241], [5.04200, -1.14667, -0.49549], [4.32990, -2.89757, 1.48901], [3.41300, -1.77217, 2.50681], [2.56680, -3.04607, 1.61461], [4.01650, -3.79887, -0.53269], [3.29330, -4.83097, -2.62619], [1.67220, -3.66627, -4.09599], [0.69960, -1.51207, -3.36669], [4.02130, 2.70803, -1.88479], [3.35990, 4.92853, -2.69909], [2.11570, 6.48693, -1.23949], [1.37410, 5.72413, 1.00091], [-1.80430, 2.42693, 2.04131], [-1.03070, 1.71823, 3.05271], [-0.89000, 0.28693, 2.68941], [-1.51580, -0.45837, 3.73461], [1.05950, -0.10827, 2.63491], [-1.53280, 3.42693, 2.05991], [-2.81640, 2.38363, 2.20241], [-1.40090, 1.86743, 3.99841], [-1.20460, -0.20447, 4.67251], [-1.42920, -1.46217, 3.63101], [-2.84220, 3.93523, -3.03319], [-0.57780, 4.33043, -2.17899], [-0.18780, 2.57773, -0.60349], [-0.95970, 6.48073, -1.06769], [-0.65210, 6.40223, -3.99639], [-5.61420, -1.03897, 2.70691], [-5.44580, 0.16313, 2.03831], [-4.28660, 0.40293, 1.32401], [-3.28950, -0.56767, 1.27011], [-3.47770, -1.78197, 1.91471], [-4.63450, -2.01247, 2.63441], [-1.84550, -0.22987, 0.18881], [-1.10420, -1.91627, 0.05931], [-1.17430, -2.61767, -1.14389], [-0.63940, -3.88777, -1.25239], [-0.02240, -4.48807, -0.16969], [0.06580, -3.79987, 1.02771], [-0.45880, -2.52617, 1.13581], [-2.84390, -0.29827, -1.37219], [-3.95460, -1.14947, -1.43529], [-4.74900, -1.15877, -2.56149], [-4.45530, -0.32647, -3.63469], [-3.34920, 0.50063, -3.59149], [-2.54190, 0.50083, -2.46429], [-6.51930, -1.22457, 3.26531], [-6.22920, 0.90603, 2.05831], [-4.17330, 1.32563, 0.76481], [-2.74120, -2.56987, 1.83751], [-4.76410, -2.96827, 3.12191], [-1.65610, -2.16897, -2.00009], [-0.70580, -4.40207, -2.19929], [0.38200, -5.48517, -0.25219], [0.54220, -4.24637, 1.89101], [-0.35870, -2.01727, 2.08301], [-4.19030, -1.80867, -0.60849], [-5.60490, -1.81997, -2.59369], [-5.09580, -0.32127, -4.50339], [-3.12420, 1.18003, -4.40109], [-1.65890, 1.12953, -2.43899]], "forces_ev_per_a": [[0.07, -5.83, 2.78], [-0.01, -0.01, 0.36], [0.42, 0.85, -0.34], [-0.23, -0.18, -0.11], [-0.12, 0.32, -0.04], [0.33, -0.53, -0.30], [-0.03, -0.02, 0.12], [-0.05, -0.09, 0.03], [0.19, 0.05, 0.18], [0.08, -0.16, -0.03], [0.10, -0.01, -0.18], [0.15, 0.09, -0.04], [0.12, -0.06, 1.37], [-0.19, 0.49, -1.89], [0.33, -0.02, 0.42], [-0.03, -0.32, 0.01], [-0.11, 0.37, 0.16], [0.10, 0.28, -0.26], [-0.01, -0.27, -0.19], [-0.57, -0.27, 0.35], [0.67, 0.95, 0.20], [0.08, -0.06, -0.14], [-0.03, 0.07, 0.03], [-0.02, -0.29, -0.08], [-0.06, 0.03, -0.07], [0.07, 0.06, 0.10], [-0.04, 0.00, -0.04], [0.05, 0.02, 0.08], [0.10, -0.10, 0.01], [-0.01, -0.04, -0.02], [-0.03, 0.02, 0.08], [0.06, -0.11, 0.06], [0.04, -0.12, -0.09], [-0.06, -0.10, -0.12], [-0.14, 0.07, -0.04], [0.07, -0.02, -0.02], [0.09, -0.02, 0.06], [0.19, -0.31, 0.17], [0.00, -0.05, -0.08], [0.00, 0.55, 1.09], [-1.15, -0.63, -0.37], [1.68, 2.57, 2.01], [-0.53, -0.60, -0.44], [0.12, -0.28, 0.88], [0.08, -0.83, -0.05], [0.35, -0.19, 0.12], [0.11, -0.07, -0.37], [0.25, 0.05, -0.33], [-0.05, 0.11, 0.03], [-0.31, -0.79, 0.51], [-0.12, 2.42, -4.71], [-2.18, 2.20, -0.74], [0.08, 0.90, -0.91], [0.15, 1.10, 1.32], [-0.11, -0.06, 0.04], [-0.05, 0.09, 0.05], [0.09, -0.06, 0.03], [0.32, 0.47, 0.20], [0.03, 0.05, -0.07], [-0.07, -0.07, 0.02], [-0.02, -1.42, -0.86], [-0.08, -0.18, 0.10], [-0.11, 0.13, 0.24], [0.01, -0.19, 0.03], [-0.02, -0.11, -0.07], [0.00, 0.01, 0.04], [-0.19, -0.03, 0.11], [0.23, 0.58, -0.01], [0.03, 0.08, 0.04], [-0.05, -0.18, 0.07], [0.10, 0.10, -0.12], [-0.15, -0.15, -0.16], [0.42, -0.04, 0.30], [-0.11, -0.01, 0.05], [-0.05, 0.10, 0.02], [-0.02, 0.00, -0.02], [-0.01, 0.06, 0.01], [-0.08, -0.04, 0.08], [0.07, -0.06, -0.03], [0.02, -0.09, -0.08], [0.07, -0.12, -0.05], [0.02, -0.07, 0.01], [0.00, -0.07, -0.21], [-0.05, 0.06, -0.09], [-0.06, -0.01, -0.05], [-0.09, 0.00, -0.11], [0.03, 0.01, 0.01], [-0.21, 0.05, -0.05]], "mulliken_charge": [1.23, -1.32, 1.26, -1.56, -1.68, 1.98, -1.46, -1.86, -0.54, -0.92, -0.87, -0.97, 1.13, -0.06, 0.29, -0.67, -0.69, -0.76, -0.84, 0.84, -0.49, 0.38, 0.19, 0.57, 0.65, 0.50, 0.72, 0.35, 0.45, 0.46, 0.21, 0.39, 0.41, 0.46, 0.57, 0.35, 0.34, 0.40, 0.47, -0.41, -0.10, -0.33, -0.37, -0.53, 0.28, 0.26, 0.33, 0.29, 0.28, -0.62, 0.67, 0.31, -0.61, -0.45, -0.70, -0.96, -0.81, 0.54, 0.10, -0.79, 2.68, 0.92, -0.90, -0.80, -1.05, -1.05, 0.09, -0.62, -0.04, -0.79, -0.68, -0.86, -0.41, 0.38, 0.46, 0.75, 0.34, 0.46, 0.48, 0.43, 0.36, 0.58, -0.31, 0.47, 0.42, 0.39, 0.57, 0.45], "lumo_ha": [0.038, 0.037], "e_above_lowest_kcal_mol": 116.5, "gap_ev": [4.41, 4.38], "charge": -1}


# 3
{"formula": "C8H19N3P", "method": "ωB97M-V/def2-TZVPD", "elements": ["C", "N", "C", "C", "N", "C", "N", "C", "C", "C", "C", "P", "H", "H", "H", "H", "H", "H", "H", "H", "H", "H", "H", "H", "H", "H", "H", "H", "H", "H", "H"], "xyz": [[1.06857, 0.30026, -3.84475], [0.44823, -0.15468, -2.62088], [-1.03633, -0.29705, -2.44534], [-1.30595, 0.25301, -1.03796], [-0.03345, 0.17919, -0.24029], [0.69260, 1.44714, -0.09809], [-0.12475, -0.46758, 1.02141], [1.20607, -0.67588, 1.63041], [0.82508, -0.64512, 3.13763], [-0.64815, -0.64467, 3.26154], [-1.09570, -0.01589, 1.99607], [1.16910, -0.86100, -1.28152], [0.56291, 0.96257, -4.47678], [2.09255, 0.86748, -3.56548], [1.39133, -0.66447, -4.47084], [-1.36264, -1.45211, -2.46570], [-1.59471, 0.21321, -3.17317], [-1.71064, 1.23461, -1.14854], [-1.95051, -0.32535, -0.45895], [1.58997, 1.33024, -0.69399], [0.02383, 2.17804, -0.40859], [1.02147, 1.46180, 0.89056], [2.07369, -0.04715, 1.35248], [1.50717, -1.77288, 1.36629], [1.27488, 0.30512, 3.49682], [1.28681, -1.49714, 3.64495], [-1.06241, -1.69250, 3.39816], [-0.97719, -0.16731, 4.28206], [-2.09759, -0.42931, 1.84139], [-1.28108, 1.07205, 1.90616], [0.38344, -1.93041, -0.99022]], "forces_ev_per_a": [[4.97, -2.49, 0.11], [-2.03, -0.60, 0.66], [1.11, -3.12, 0.88], [1.01, -0.28, -0.36], [0.82, -0.48, -0.11], [0.48, -0.84, -1.11], [0.18, -0.97, -0.50], [-0.34, -3.41, 0.56], [2.83, 0.47, 0.06], [-1.05, -0.47, 3.27], [-2.36, 0.94, -0.91], [0.67, 1.59, -0.90], [-1.44, 0.85, -0.44], [-2.23, -1.35, -0.62], [-0.65, 2.29, 0.95], [0.78, 2.46, -0.16], [-0.57, 0.74, -1.05], [0.15, 0.90, 0.47], [-1.47, -1.05, 0.51], [0.04, 0.95, -0.37], [-0.47, 1.94, -0.29], [0.17, 0.96, 1.52], [-0.80, 0.01, 0.13], [-0.22, 1.85, 0.28], [-0.37, -0.61, 0.32], [0.09, 0.41, 0.11], [0.51, 1.10, -0.69], [0.48, -0.36, -2.22], [0.07, -0.07, -0.75], [0.58, -0.07, 0.78], [-0.94, -1.30, -0.14]], "nbo_charge": [-0.41, -0.77, -0.22, -0.23, -0.26, -0.42, -0.31, -0.27, -0.42, -0.42, -0.26, 1.04, 0.23, 0.22, 0.21, 0.21, 0.23, 0.23, 0.24, 0.22, 0.22, 0.23, 0.22, 0.21, 0.22, 0.24, 0.23, 0.26, 0.22, 0.19, -0.08], "lumo_ha": -0.113, "e_above_lowest_kcal_mol": 0.0, "smiles": "CN1CC[N@@+](C)(N2CCCC2)P1", "gap_ev": 9.78, "charge": 1}